A structure of composition C9H22IIrO3P2. Source: OMol25; level of theory: ωB97M-V/def2-TZVPD.

Last column: Löwdin spin population.
Geometry (Å):
C: -0.524 -0.014 -1.812  0.1748
I: 1.676 0.049 2.060  1.0122
H: 0.419 0.029 -2.376  0.0330
H: -1.140 0.858 -2.073  0.0177
H: -1.069 -0.917 -2.116  0.0289
Ir: -0.172 -0.050 0.208  1.3624
P: 0.227 2.265 0.045  0.2412
C: -1.210 3.077 0.837  0.0835
C: 1.661 3.125 0.838  0.0524
H: 1.736 4.157 0.467  0.0075
H: 0.552 4.069 -1.545  0.0075
H: 2.585 2.592 0.600  0.0072
H: 1.158 2.521 -2.185  0.0007
H: -1.357 2.644 1.836  0.0026
H: 1.536 3.137 1.924  0.0124
C: 0.338 2.996 -1.636  0.0303
H: -1.015 4.155 0.909  0.0177
H: -0.589 2.862 -2.202  0.0002
H: -2.117 2.900 0.245  -0.0002
P: 0.205 -2.393 -0.062  0.2459
C: -1.207 -3.423 0.530  0.0764
C: 0.498 -3.034 -1.755  0.0323
H: 2.511 -2.496 0.679  0.0095
H: 1.791 -4.133 0.606  0.0079
H: 1.388 -3.028 1.967  0.0115
C: 1.612 -3.086 0.893  0.0571
H: 1.339 -2.492 -2.206  0.0006
H: 0.742 -4.105 -1.713  0.0080
H: -1.066 -4.476 0.240  0.0163
H: -2.145 -3.050 0.096  0.0005
H: -0.400 -2.896 -2.367  0.0005
H: -1.266 -3.315 1.624  0.0014
C: -2.013 -0.059 0.678  0.2056
O: -3.153 0.106 0.746  0.0928
O: -1.738 0.590 3.723  0.7961
C: -1.766 -0.643 3.510  0.1006
O: -1.537 -1.233 2.398  0.1950
H: -2.047 -1.328 4.335  0.0500

Results
- maximum force (eV/A) = 7.1
- HOMO energy (spin up / spin down) (eV) = -19.151 / -21.243
- energy above the lowest of the compared OMol25 structures with the same formula, charge and spin (eV) = 0.000
- <S²> = 8.77
- total charge = +3
- 2S+1 = 6
- energy (a.u.) = -1665.28455
- frontier orbital gap (spin up / spin down) (eV) = 8.452 / 5.998